# 1
# C3H17NO4

5 unconnected molecules or ions with the total composition C3H17NO4 (the ωB97M-V functional and the def2-TZVPD basis, the Open Molecules 2025 dataset).

Atoms and positions in Å:
C: 0.3912 1.1727 -2.6834
C: 0.1170 0.6219 -1.2957
C: -1.3077 0.2709 -0.9742
N: 0.3880 0.2039 -3.7761
H: 1.3771 1.6112 -2.6475
H: -0.3540 1.9351 -2.8965
H: 0.4249 1.4082 -0.5999
H: 0.8028 -0.1954 -1.1151
H: -1.4161 -0.1216 0.0311
H: -1.7240 -0.4803 -1.6554
H: -2.0226 1.1067 -1.0135
H: -0.5022 -0.2731 -3.8089
H: 1.0502 -0.5332 -3.5526
H: 1.9270 -1.8886 2.0473
H: 3.3100 -1.1952 2.2159
O: 2.8064 -1.7878 1.6464
H: -0.1198 -2.1999 0.7731
H: -0.7631 -1.6304 2.0359
O: 0.0085 -2.1364 1.7303
H: 0.5939 1.8037 3.2296
H: 0.8227 0.7344 2.1525
O: 0.3250 1.5384 2.3430
H: -2.7041 -0.4309 2.4734
H: -1.6380 0.7058 2.6139
O: -1.7933 -0.2401 2.7264

Calculated values
Multiplicity: 1
Lowest unoccupied orbital energy (hartree): 0.0121
Largest force on an atom (eV Å⁻¹): 1.2
SMILES string: CCCN.O.O.O.O
HOMO-LUMO gap (eV): 9.602
Energy above the lowest of the compared OMol25 structures with the same formula, charge and spin (kcal/mol): 0.0

# 2
# C4H10NO3

2 unconnected molecules or ions with the total composition C4H10NO3 (the ωB97M-V functional and the def2-TZVPD basis, the Open Molecules 2025 dataset).

Atoms and positions in Å:
O: -2.0771 -0.4176 2.3539
C: -1.5974 -0.6170 1.2154
O: -1.1238 -1.6745 0.7507
C: -1.6610 0.7118 0.2840
C: -0.2929 0.7555 -0.3749
C: -0.2814 -0.0485 -1.6754
N: -1.9502 1.8907 1.1200
H: -2.4487 0.4982 -0.4246
H: 0.4385 0.3872 0.3686
H: 0.0604 1.8054 -0.6399
H: -0.5149 0.5738 -2.5586
H: 0.7416 -0.4320 -1.8676
H: -1.0756 -0.8074 -1.7001
H: -1.0908 2.1621 1.5663
H: -2.6079 1.6167 1.8745
H: 6.2136 -1.3232 -2.2616
H: 6.9917 0.0252 -2.0945
O: 6.8456 -0.7325 -2.6758

Calculated values
Multiplicity: 1
Total charge: -1
Lowest unoccupied orbital energy (hartree): 0.0983
Largest force on an atom (eV Å⁻¹): 2.3
HOMO-LUMO gap (eV): 6.357
Energy above the lowest of the compared OMol25 structures with the same formula, charge and spin (kcal/mol): 29.7

# 3
# C17H25IN4O3STm

A molecular structure, C17H25IN4O3STm (the ωB97M-V functional and the def2-TZVPD basis, the Open Molecules 2025 dataset).

Atoms and positions in Å:
C: 6.6703 1.8140 0.6297
C: 5.2059 1.2892 0.2970
O: 4.9565 -0.0223 0.8370
C: 3.8831 -0.7030 0.1785
C: 2.4708 0.0800 0.2853
C: 1.3629 -0.8418 0.9825
C: 0.8812 -2.0384 0.0728
C: -0.1166 -1.6481 -1.1052
C: -1.0428 -0.4179 -0.8330
C: -1.9472 -0.2891 0.3857
C: -1.9672 -1.4725 1.4106
C: -3.4003 -1.8296 1.9839
C: -4.5355 -1.9663 0.8980
I: -3.1979 -3.8286 2.8847
C: -2.7825 0.9015 0.6213
O: -3.5971 1.0358 1.7748
N: -4.7654 1.5988 1.5283
O: -5.6518 1.0359 2.1717
C: -2.7414 2.0043 -0.3801
N: -3.3774 3.2241 -0.4201
S: -2.9818 4.0265 -1.8282
N: -1.9208 2.9308 -2.5422
C: -1.8962 1.9032 -1.6225
C: -1.0293 0.6704 -1.8484
C: -0.1901 0.6576 -3.1659
N: 0.9906 1.5631 -3.0246
H: 6.7964 2.7751 0.0522
H: 7.4567 1.0600 0.3450
H: 6.7062 2.0243 1.7374
H: 4.4909 1.9984 0.8272
H: 5.0157 1.2632 -0.8093
H: 3.8097 -1.7667 0.5199
H: 4.1589 -0.7424 -0.9230
H: 2.5402 1.0234 0.8803
H: 2.1262 0.2245 -0.7706
H: 1.8952 -1.3109 1.8678
H: 0.5468 -0.2111 1.4160
H: 0.4518 -2.8267 0.7525
H: 1.8088 -2.5077 -0.3737
H: -0.8068 -2.5358 -1.2474
H: 0.4827 -1.5688 -2.0431
H: -1.5785 -2.4096 0.9145
H: -1.2106 -1.2403 2.2194
H: -3.6444 -1.1352 2.8288
H: -4.2893 -2.7620 0.1434
H: -4.7583 -0.9681 0.4282
H: -5.4658 -2.3380 1.4384
H: -0.8416 1.1384 -3.9550
H: 0.0611 -0.3583 -3.5554
H: 1.3192 1.5297 -2.0567
H: 0.5913 2.5084 -3.1154
Tm: -7.3024 -0.2670 2.3640

Calculated values
Multiplicity: 3
Total charge: +3
Lowest unoccupied orbital energy (spin up / spin down) (hartree): -0.4000 / -0.4388
Largest force on an atom (eV Å⁻¹): 4.4
HOMO-LUMO gap (spin up / spin down) (eV): 4.948 / 3.893
⟨S²⟩: 2.007

# 4
# FO3S

A gas-phase ion, FO3S (charge -1) (the ωB97M-V functional and the def2-TZVPD basis, the Open Molecules 2025 dataset).

Atoms and positions in Å:
O: -1.7232 -0.4439 0.4154
O: 0.2558 1.5039 -0.0071
O: 0.3327 -0.5799 -1.3250
F: 1.1321 -0.5717 1.0096
S: 0.0026 0.0916 -0.0930

Calculated values
Multiplicity: 1
Total charge: -1
Lowest unoccupied orbital energy (hartree): 0.1599
Largest force on an atom (eV Å⁻¹): 6.6
SMILES string: O=S(=O)([O-])F
HOMO-LUMO gap (eV): 9.364
Energy above the lowest of the compared OMol25 structures with the same formula, charge and spin (kcal/mol): 37.9

# 5
# C12H20CdN3O

A molecular structure, C12H20CdN3O (the ωB97M-V functional and the def2-TZVPD basis, the Open Molecules 2025 dataset).

Atoms and positions in Å:
C: -3.5688 -0.8460 -3.1962
Cd: 0.7227 -0.6962 -3.2332
N: 2.0811 0.9421 -4.0582
H: -4.8418 -0.8097 -3.0873
H: -4.1937 -1.8163 -3.4888
H: -3.3489 -0.4718 -2.2444
H: -2.5901 -1.6087 -3.4063
H: -3.3375 -0.1290 -3.9434
H: 2.7674 0.4591 -3.4907
H: 2.1715 1.9679 -3.8843
H: 2.2484 0.7261 -5.0311
C: 0.9352 0.2463 3.2900
N: 1.5442 0.3236 1.9880
N: 0.8619 0.2140 0.8312
C: 1.7857 0.1484 -0.1657
O: 1.5444 -0.0898 -1.3989
C: 3.0466 0.3578 0.3805
C: 2.8590 0.4203 1.7323
C: 3.8398 0.5067 2.8117
C: -0.5433 0.0244 0.8199
C: -1.3683 1.0327 1.3073
C: -2.7501 0.8279 1.3164
C: -3.2587 -0.4501 0.9776
C: -2.4032 -1.4344 0.4332
C: -1.0336 -1.1908 0.3479
H: 0.4762 -0.7354 3.4746
H: 0.2113 1.0574 3.4121
H: 1.7734 0.3893 3.9882
H: 3.9460 0.4497 -0.2147
H: 3.5833 1.4043 3.4020
H: 3.7868 -0.4090 3.4352
H: 4.8517 0.6092 2.3779
H: -0.9230 1.9645 1.6541
H: -3.4081 1.5991 1.7177
H: -4.3295 -0.6287 1.0761
H: -2.7896 -2.4084 0.1208
H: -0.3484 -1.9465 -0.0513

Calculated values
Multiplicity: 1
Total charge: -1
Lowest unoccupied orbital energy (spin up / spin down) (hartree): 0.1183 / 0.1148
Largest force on an atom (eV Å⁻¹): 4.5
HOMO-LUMO gap (spin up / spin down) (eV): 5.296 / 2.694
Energy above the lowest of the compared OMol25 structures with the same formula, charge and spin (kcal/mol): 87.3

# 6
# C2H3BrS

C2H3BrS in the gas phase (the ωB97M-V functional and the def2-TZVPD basis, the Open Molecules 2025 dataset).

Atoms and positions in Å:
C: 0.0077 0.5513 1.5164
C: 0.9804 -0.2381 0.6612
S: 2.6815 -0.0189 0.5656
Br: 0.7443 0.6483 3.5348
H: -0.2068 1.6720 1.3918
H: -0.8751 -0.0453 1.5285
H: 0.7730 -1.0258 0.0700

Calculated values
Multiplicity: 1
Lowest unoccupied orbital energy (hartree): -0.0548
Largest force on an atom (eV Å⁻¹): 6.9
SMILES string: S=CCBr
HOMO-LUMO gap (eV): 7.646
Energy above the lowest of the compared OMol25 structures with the same formula, charge and spin (kcal/mol): 27.0

no.,calculated total energy (eV)
1,-13067.100
2,-11944.110
3,-78565.834
4,-19695.291
5,-23842.312
6,-82998.391